A cluster of 4 separate species, C25H33FN2O7 in total in a non-equilibrium geometry, computed with ωB97M-V/def2-TZVPD.

```
68
C25H33FN2O7, DFT ωB97M-V/def2-TZVPD
C 5.318 -0.179 -2.461
O 5.141 -1.446 -1.730
C 4.397 -1.233 -0.455
C 2.845 -0.671 -0.722
C 2.648 0.943 -0.681
N 1.316 1.585 -0.948
C 0.228 0.594 -1.253
C -1.275 1.218 -1.614
C -2.569 0.276 -1.970
C -4.072 0.785 -2.381
C -4.697 1.959 -1.422
C -3.973 3.430 -1.571
F -6.120 2.161 -1.891
C -2.321 -1.373 -1.924
C -0.817 -1.986 -1.562
C 0.500 -1.010 -1.233
N 1.798 -1.721 -0.970
H 4.310 0.031 -3.062
H 6.171 -0.190 -3.265
H 5.433 0.720 -1.696
H 5.013 -0.425 0.164
H 4.378 -2.277 0.092
H 3.582 1.626 -0.465
H -1.387 2.383 -1.624
H -4.815 -0.148 -2.392
H -4.037 1.188 -3.497
H -4.756 1.628 -0.292
H -3.379 3.569 -2.584
H -4.720 4.338 -1.393
H -3.170 3.504 -0.702
H -3.177 -2.155 -2.150
H -0.686 -3.152 -1.563
O -3.976 2.454 2.129
C -4.171 1.308 2.499
C -3.358 0.115 2.098
C -4.251 -1.029 2.506
C -5.015 -0.452 3.669
O -5.147 0.939 3.380
H -2.418 0.117 2.658
H -3.167 0.111 1.022
H -3.705 -1.942 2.760
H -4.943 -1.265 1.688
H -4.477 -0.563 4.616
H -6.007 -0.903 3.769
O 5.835 0.100 -5.492
C 6.785 -0.529 -5.926
C 7.197 -0.599 -7.365
C 8.134 -1.780 -7.369
C 8.701 -1.757 -5.974
O 7.655 -1.241 -5.151
H 7.710 0.328 -7.636
H 6.335 -0.769 -8.014
H 8.901 -1.728 -8.147
H 7.561 -2.703 -7.521
H 9.570 -1.096 -5.889
H 8.981 -2.757 -5.631
O -1.438 0.544 6.255
C -2.338 0.249 7.024
C -2.942 1.162 8.047
C -3.683 0.196 8.937
C -4.035 -0.921 7.989
O -2.968 -0.962 7.042
H -3.621 1.858 7.548
H -2.169 1.703 8.599
H -4.555 0.634 9.428
H -3.007 -0.178 9.716
H -4.971 -0.731 7.453
H -4.109 -1.884 8.503
```

**Molar mass**: 492.54 g/mol
**Orbital gap**: 7.220 eV
**SMILES string**: COCc1cnc2cc(C[C@@H](C)F)ccc2n1.O=C1CCCO1.O=C1CCCO1.O=C1CCCO1
**HOMO energy**: -8.26 eV